# 1
87
Properties=species:S:1:pos:R:3:mulliken_spin:R:1 method="wB97M-V/def2-TZVPD" total_charge=-1 energy_ev=-105094.2506 s2=15.759 spin_multiplicity=8 homo_lumo_gap_ev="4.6 / 6.9"
C 3.813 -0.471 -2.828 0.001
C 3.425 0.873 -2.309 0.000
H 4.591 -0.401 -3.590 0.000
H 2.944 -0.991 -3.259 0.000
H 4.187 -1.098 -2.012 0.000
C 3.666 2.028 -2.944 0.000
C 4.479 2.175 -4.188 0.000
H 3.279 2.967 -2.532 0.000
H 4.554 1.244 -4.765 0.000
H 5.502 2.514 -3.961 0.000
H 4.036 2.947 -4.834 0.000
Eu -0.436 -0.969 -0.593 6.995
Cl 1.360 -2.021 1.286 0.001
Cl -2.100 -1.830 -2.517 0.000
H -4.398 -2.986 3.745 0.000
H -2.637 -4.488 4.310 0.000
C -4.099 -2.916 2.695 0.000
C -2.274 -4.506 3.278 -0.001
N -2.699 -3.299 2.580 0.002
H -4.217 -1.897 2.330 0.000
C -1.869 -2.640 1.773 0.011
O -2.162 -1.608 1.129 0.006
H -1.180 -4.540 3.276 0.000
H -0.857 -3.081 1.703 -0.003
H -4.739 -3.592 2.111 0.000
H -2.654 -5.413 2.791 0.000
H 0.862 0.245 -3.862 -0.002
H 0.974 3.327 -3.721 0.000
C -0.124 0.557 -4.246 0.010
C 0.030 3.041 -4.219 0.000
N -0.529 1.822 -3.651 0.000
H -0.864 -0.223 -4.011 -0.005
C -1.260 1.915 -2.522 0.002
O -1.613 0.948 -1.811 -0.004
H -0.688 3.859 -4.074 0.000
H -1.511 2.965 -2.264 0.000
H -0.049 0.712 -5.330 0.000
H 0.222 2.894 -5.286 0.000
O 1.328 0.287 -1.469 -0.028
C 2.520 0.819 -1.078 0.000
C 1.374 3.081 -0.726 -0.001
C 2.368 2.175 -0.359 0.004
H 0.589 2.743 -1.404 0.001
C 1.405 4.394 -0.243 0.001
H 2.991 0.127 -0.358 -0.002
C 3.322 2.537 0.594 0.000
H 0.620 5.086 -0.559 0.000
C 2.444 4.794 0.605 0.000
C 3.384 3.856 1.053 0.000
H 4.024 1.775 0.936 0.000
H 2.508 5.839 0.916 0.000
H 4.172 4.158 1.746 0.000
Si 0.282 -4.915 -2.139 -0.001
Cl 1.200 -2.936 -2.218 0.006
C -1.447 -4.992 -2.846 0.001
C 0.184 -5.233 -0.316 -0.003
C 1.254 -6.083 -3.244 0.000
H -1.999 -4.069 -2.594 0.000
H -1.974 -5.859 -2.402 0.000
H -1.443 -5.103 -3.940 0.000
H 1.107 -5.835 -4.304 0.000
H 0.861 -7.110 -3.104 0.000
H 2.326 -6.105 -3.039 0.000
H -0.078 -4.314 0.231 0.005
H 1.136 -5.582 0.076 0.000
H -0.592 -5.986 -0.102 0.000
C 0.652 0.644 4.083 0.000
N -0.665 1.199 3.815 0.000
C -1.340 1.726 4.977 0.000
C -1.042 1.353 2.503 0.005
N -0.356 0.845 1.504 -0.008
N -2.164 2.056 2.182 -0.001
C -3.109 2.656 3.084 0.000
C -2.447 2.209 0.778 0.004
H 0.774 0.533 5.163 0.000
H 1.442 1.307 3.693 0.000
H 0.755 -0.330 3.595 0.000
H -1.239 2.817 5.062 0.000
H -2.398 1.444 4.998 0.000
H -0.881 1.271 5.859 0.000
H 0.476 0.337 1.821 0.005
H -3.914 3.066 2.478 0.000
H -3.567 1.922 3.754 0.000
H -2.672 3.488 3.654 0.000
H -1.571 2.593 0.251 -0.002
H -2.723 1.252 0.321 0.002
H -3.273 2.917 0.672 0.000

=====

# 2
94
Properties=species:S:1:pos:R:3:lowdin_charge:R:1 method="wB97M-V/def2-TZVPD" total_charge=0 energy_ev=-69673.4684 spin_multiplicity=1 homo_lumo_gap_ev=9.7 smiles="O=C1OC[C@@H](F)O1.O=C1OC[C@@H](F)O1.O=C1OC[C@@H](F)O1.COCCOC.COCCOC.COCCOC.COCCOC"
O 14.841 10.050 19.837 0.198
C 14.238 9.239 19.231 -0.501
O 12.861 9.100 19.052 0.064
C 12.582 7.807 18.522 -0.066
C 13.870 7.431 17.896 -0.273
F 13.901 7.732 16.511 0.021
O 14.815 8.221 18.555 0.114
H 12.286 7.116 19.323 0.147
H 11.776 7.903 17.798 0.145
H 14.208 6.405 17.879 0.144
O 15.934 5.283 16.883 0.157
C 15.966 5.281 15.686 -0.591
O 15.272 6.091 14.889 0.044
C 15.747 6.044 13.502 0.016
C 16.601 4.776 13.528 -0.269
F 17.809 5.033 12.984 0.069
O 16.685 4.459 14.933 0.146
H 14.860 6.038 12.882 0.142
H 16.392 6.849 13.271 0.122
H 16.299 3.879 12.960 0.175
O 17.146 12.105 16.797 0.141
C 17.441 10.940 16.587 -0.523
O 16.660 9.855 16.909 0.089
C 17.360 8.687 16.601 -0.088
C 18.618 9.166 16.016 -0.293
F 18.874 8.832 14.699 0.047
O 18.587 10.568 16.068 0.136
H 17.487 7.987 17.447 0.153
H 16.888 8.010 15.886 0.129
H 19.475 8.832 16.581 0.169
C 19.958 11.746 18.899 -0.135
O 19.313 10.549 19.232 -0.198
C 18.504 10.692 20.404 -0.180
C 17.926 9.376 20.924 -0.201
O 19.005 8.557 21.396 -0.193
C 18.532 7.266 21.858 -0.079
H 20.575 11.634 17.997 0.079
H 20.692 12.042 19.643 0.088
H 19.161 12.484 18.683 0.091
H 17.638 11.392 20.210 0.141
H 19.200 11.204 21.124 0.135
H 17.274 8.876 20.201 0.107
H 17.339 9.702 21.770 0.120
H 19.424 6.647 21.888 0.089
H 17.717 6.984 21.169 0.080
H 17.993 7.359 22.792 0.076
C 21.750 10.954 14.709 -0.112
O 22.178 11.887 13.774 -0.180
C 21.168 12.206 12.907 -0.250
C 21.688 13.322 12.038 -0.191
O 20.606 14.022 11.453 -0.194
C 20.956 15.278 11.005 -0.139
H 21.776 11.349 15.739 0.074
H 22.442 10.094 14.671 0.103
H 20.656 10.731 14.628 0.080
H 20.277 12.605 13.426 0.130
H 20.999 11.310 12.324 0.119
H 22.458 13.015 11.326 0.135
H 22.140 14.051 12.715 0.119
H 20.031 15.701 10.621 0.089
H 21.697 15.222 10.201 0.088
H 21.388 15.929 11.795 0.097
C 14.533 13.045 10.053 -0.070
O 14.844 11.809 9.363 -0.185
C 16.059 11.889 8.713 -0.253
C 17.288 11.756 9.607 -0.212
O 17.311 10.534 10.318 -0.164
C 18.358 10.456 11.205 -0.148
H 15.480 13.357 10.562 0.091
H 13.732 12.755 10.741 0.088
H 14.090 13.820 9.408 0.087
H 16.097 12.822 8.145 0.120
H 16.114 11.116 7.911 0.137
H 17.373 12.520 10.387 0.107
H 18.142 11.884 8.863 0.147
H 18.152 9.709 11.959 0.075
H 18.506 11.412 11.753 0.079
H 19.392 10.306 10.759 0.104
C 23.271 17.557 19.548 -0.102
O 22.854 16.416 18.803 -0.201
C 21.464 16.258 18.701 -0.229
C 21.239 15.048 17.826 -0.183
O 20.864 15.426 16.489 -0.183
C 20.578 14.397 15.582 -0.108
H 23.012 17.459 20.630 0.091
H 22.683 18.432 19.171 0.093
H 24.340 17.667 19.397 0.082
H 20.927 17.165 18.250 0.147
H 20.970 16.149 19.709 0.132
H 20.455 14.465 18.313 0.101
H 22.156 14.431 17.758 0.138
H 20.416 14.849 14.611 0.080
H 19.632 13.938 15.884 0.089
H 21.391 13.603 15.446 0.098

=====

# 3
85
Properties=species:S:1:pos:R:3:lowdin_charge:R:1 method="wB97M-V/def2-TZVPD" total_charge=+1 energy_ev=-60296.4957 spin_multiplicity=1 homo_lumo_gap_ev=7.6
C 3.221 4.025 0.077 -0.156
C 1.837 3.277 -0.163 -0.400
P 1.957 1.468 -0.623 1.034
C 3.308 1.115 -1.869 -0.381
C 2.592 0.412 -3.121 -0.165
C 2.091 0.346 0.905 -0.602
O 2.585 -0.906 0.414 -0.063
C 3.231 0.918 1.837 -0.113
O 3.233 0.165 3.056 -0.151
C 2.048 0.429 3.831 -0.359
C 2.173 -0.184 5.262 -0.186
C 2.550 0.853 6.385 -0.084
C 3.763 1.771 6.044 -0.384
O 3.620 2.631 5.203 0.098
N 5.076 1.678 6.739 0.081
C 6.062 1.496 5.684 -0.244
C 7.213 2.355 5.446 -0.012
C 8.085 2.043 4.307 -0.078
C 7.870 0.926 3.403 -0.089
C 6.734 0.046 3.657 -0.074
C 5.875 0.356 4.785 -0.037
C 0.855 -0.276 3.015 -0.541
I 1.197 -2.440 3.149 0.996
N 0.772 0.200 1.594 0.075
H 3.219 4.962 -0.548 0.080
H 4.126 3.429 -0.190 0.064
H 3.228 4.390 1.141 0.075
H 1.341 3.790 -1.035 0.081
H 1.165 3.437 0.718 0.073
H 3.894 2.012 -2.186 0.084
H 4.028 0.350 -1.469 0.083
H 2.283 -0.611 -2.768 0.062
H 1.640 0.977 -3.309 0.055
H 3.255 0.374 -4.018 0.080
H 2.016 -1.083 -0.369 0.095
H 3.151 2.019 2.031 0.130
H 4.206 0.703 1.322 0.158
H 1.792 1.524 3.859 0.158
H 1.151 -0.584 5.532 0.105
H 2.857 -1.074 5.313 0.103
H 2.802 0.251 7.305 0.129
H 1.649 1.462 6.664 0.133
H 5.258 2.598 7.154 0.128
H 7.408 3.230 6.115 0.110
H 8.978 2.687 4.111 0.102
H 8.531 0.692 2.542 0.096
H 6.460 -0.838 3.035 0.104
H 4.987 -0.302 4.953 0.096
H -0.118 -0.075 3.544 0.117
H 0.318 1.128 1.590 0.176
H 0.212 -0.485 1.044 0.148
C -4.568 -0.998 -1.834 -0.068
C -3.096 -1.140 -2.206 -0.415
C -2.297 -2.069 -1.273 -0.193
O -1.996 -1.523 0.009 -0.234
C -3.084 -1.524 0.922 -0.099
N -2.495 0.199 -2.272 0.044
H -4.733 -0.317 -0.998 0.067
H -5.135 -0.596 -2.676 0.078
H -5.008 -1.966 -1.578 0.077
H -3.062 -1.580 -3.206 0.141
H -1.327 -2.267 -1.741 0.119
H -2.789 -3.043 -1.163 0.126
H -3.705 -2.416 0.819 0.099
H -3.684 -0.621 0.803 0.077
H -2.671 -1.507 1.934 0.079
H -1.547 0.115 -2.634 0.062
H -2.364 0.524 -1.316 0.059
C -8.717 -1.956 -6.809 -0.074
C -7.239 -2.098 -7.163 -0.428
C -6.451 -3.022 -6.215 -0.204
O -6.167 -2.472 -4.936 -0.201
C -7.262 -2.469 -4.036 -0.108
N -6.641 -0.759 -7.227 0.038
H -8.891 -1.272 -5.978 0.063
H -9.274 -1.558 -7.660 0.078
H -9.159 -2.924 -6.554 0.079
H -7.192 -2.542 -8.160 0.135
H -5.475 -3.221 -6.671 0.120
H -6.944 -3.997 -6.109 0.121
H -7.883 -3.363 -4.139 0.094
H -7.860 -1.566 -4.167 0.078
H -6.859 -2.446 -3.022 0.066
H -5.688 -0.844 -7.576 0.071
H -6.522 -0.431 -6.270 0.067